Below is a gas-phase ion, C5H10NO (charge -1) in a non-equilibrium geometry, with properties calculated with ωB97M-V with the def2-TZVPD basis set.

Structure (ORCA input):
```
! wB97M-V def2-TZVPD RIJCOSX def2/J DEFGRID3
* xyz -1 1
C -0.3134 -0.8244 -1.7567
O 0.9624 -0.9103 -2.1045
C -0.5029 -0.4897 -0.1918
C -0.3986 1.0214 -0.0432
C -0.0798 1.6164 1.3185
C -0.3984 1.0348 2.4795
N 0.6306 -1.1439 0.5172
H -0.8956 0.0083 -2.2386
H -0.9243 -1.7528 -1.9142
H -1.3956 -0.8907 0.2961
H -1.2653 1.5716 -0.4093
H 0.4901 1.2712 -0.6440
H 0.3901 2.5994 1.3013
H -0.4585 -0.0458 2.5418
H -0.6475 1.6092 3.3684
H 1.3588 -1.1717 -0.2082
H 0.3092 -2.1056 0.5990
*
```

Output
SMILES	C=CC[C@H](N)C[O-]
LUMO energy	4.1	eV
HOMO-LUMO gap	6.8	eV



Below is 10 unconnected molecules or ions with the total composition C54H112O6S2 in a non-equilibrium geometry, with properties calculated with ωB97M-V with the def2-TZVPD basis set.

Structure (ORCA input):
```
! wB97M-V def2-TZVPD RIJCOSX def2/J DEFGRID3
* xyz 0 1
O -0.0604 3.5890 -3.9926
S -1.4294 3.3768 -4.3981
O -2.4128 4.4220 -4.3255
O -1.3599 2.8883 -5.9260
C -0.6996 3.7998 -6.8245
C -0.1530 3.0136 -7.9947
C -2.1177 1.9128 -3.6684
H 0.1012 4.3651 -6.3505
H -1.4533 4.5098 -7.1707
H 0.0522 3.6570 -8.8544
H -0.8729 2.2856 -8.3672
H 0.8083 2.5589 -7.7563
H -3.1113 1.6482 -4.0213
H -2.2733 2.1567 -2.6160
H -1.4210 1.0838 -3.7591
O -4.8946 -5.8775 0.1735
S -3.6367 -5.3394 -0.2482
O -3.5571 -3.9467 -0.5550
O -2.5571 -5.6335 0.9174
C -2.4904 -6.9538 1.4353
C -1.5959 -6.9976 2.6419
C -2.9654 -6.3630 -1.5500
H -2.1275 -7.6699 0.6878
H -3.4710 -7.3575 1.7052
H -1.9262 -6.4354 3.5187
H -0.5617 -6.7197 2.4539
H -1.5766 -8.0064 3.0677
H -3.2722 -7.3925 -1.3919
H -1.8862 -6.2270 -1.5327
H -3.3471 -6.0423 -2.5174
C -0.1831 -0.1463 -0.6296
C 1.0354 -0.1499 0.0391
C 1.5940 -1.3492 0.4704
C 0.8452 -2.5134 0.4623
C -0.4026 -2.4834 -0.1549
C -0.9262 -1.3236 -0.7025
H -0.5289 0.7845 -1.0648
H 1.5912 0.7797 0.0675
H 2.5994 -1.2512 0.8564
H 1.1792 -3.3902 1.0017
H -1.0126 -3.3734 -0.2344
H -1.8974 -1.3232 -1.1790
C 4.3604 -5.1102 3.2730
C 3.8115 -4.5721 4.4287
C 3.4263 -3.2517 4.5065
C 3.5856 -2.4487 3.3826
C 4.2404 -2.9119 2.2501
C 4.5651 -4.2690 2.1896
H 4.5997 -6.1638 3.2293
H 3.5440 -5.2504 5.2333
H 2.8330 -2.9286 5.3516
H 3.2572 -1.4146 3.3896
H 4.4635 -2.1916 1.4761
H 4.9247 -4.6736 1.2494
C 1.8805 -6.7203 0.9411
C 1.7141 -8.1599 1.4566
C 2.0945 -9.1691 0.3631
C 2.3045 -10.5595 0.9505
C 2.6933 -11.6575 -0.0300
C 3.0541 -12.9757 0.7072
H 2.9074 -6.4288 1.1537
H 1.2891 -6.0267 1.5453
H 1.5775 -6.6778 -0.1031
H 2.4018 -8.2856 2.2948
H 0.6888 -8.3705 1.7616
H 3.0003 -8.8259 -0.1517
H 1.3403 -9.1947 -0.4306
H 2.9824 -10.5468 1.8116
H 1.3548 -10.7995 1.4513
H 1.8180 -11.7903 -0.6713
H 3.5431 -11.4416 -0.6784
H 2.1926 -13.6434 0.7041
H 3.8884 -13.4790 0.2226
H 3.3347 -12.7678 1.7392
C 2.3721 4.0251 -0.7377
C 1.3207 5.0072 -0.2196
C 0.7107 5.7512 -1.4252
C -0.3940 6.6937 -0.8780
C -0.1739 8.1751 -1.2119
C -0.7712 9.1189 -0.1447
H 1.9713 3.4024 -1.5422
H 2.8350 3.3370 -0.0260
H 3.2534 4.5071 -1.1810
H 0.6270 4.3451 0.3010
H 1.7241 5.8130 0.3943
H 0.2232 5.0444 -2.0934
H 1.4984 6.3470 -1.8831
H -1.3706 6.3805 -1.2569
H -0.4769 6.5992 0.2104
H 0.8860 8.4314 -1.2430
H -0.6873 8.4011 -2.1476
H -0.5902 10.1511 -0.4553
H -1.8245 8.9216 0.0406
H -0.1839 9.0502 0.7757
C 2.8923 0.9410 -3.3618
C 3.4229 -0.4022 -2.8729
C 4.9540 -0.4116 -2.6978
C 5.4686 0.4400 -1.5478
C 6.9470 0.3215 -1.2477
C 7.4641 1.3159 -0.2056
H 1.8147 0.9440 -3.5565
H 3.2175 1.1845 -4.3827
H 3.1801 1.7495 -2.6945
H 3.0710 -0.5078 -1.8437
H 3.1518 -1.2252 -3.5294
H 5.4232 -0.0696 -3.6270
H 5.2482 -1.4579 -2.5613
H 5.2759 1.4915 -1.8079
H 4.8551 0.3661 -0.6374
H 7.2352 -0.6850 -0.9311
H 7.4878 0.4733 -2.1892
H 7.0336 2.3193 -0.2340
H 7.1963 0.9304 0.7827
H 8.5449 1.4323 -0.2728
C -8.4969 -1.5738 -3.0073
C -8.5511 -1.1881 -1.5114
C -7.2110 -0.8636 -0.8595
C -6.7817 0.5849 -1.0949
C -5.5417 1.0494 -0.3370
C -4.2579 0.4219 -0.8697
H -9.5402 -1.7835 -3.2480
H -7.9292 -2.4849 -3.1957
H -8.0825 -0.7536 -3.5913
H -9.2502 -0.3480 -1.4409
H -9.0712 -2.0079 -1.0074
H -6.4772 -1.5785 -1.2427
H -7.2853 -1.0483 0.2166
H -6.6589 0.7337 -2.1781
H -7.6545 1.2253 -0.9243
H -5.4962 2.1380 -0.4048
H -5.6703 0.7737 0.7125
H -3.4402 0.4779 -0.1436
H -4.4353 -0.6137 -1.1558
H -3.8043 0.9869 -1.6877
C 0.8773 6.5524 3.3082
C 2.3024 5.9990 3.4055
C 2.2385 4.5061 3.7184
C 3.6150 3.8492 3.8048
C 3.5113 2.3063 3.7659
C 3.0084 1.8067 2.4141
H 0.3762 6.2541 2.3875
H 0.9009 7.6460 3.2554
H 0.3317 6.2685 4.2093
H 2.7772 6.2737 2.4578
H 2.9024 6.4924 4.1758
H 1.6493 4.0388 2.9263
H 1.7354 4.4024 4.6823
H 4.2808 4.1564 2.9917
H 4.1537 4.1306 4.7148
H 4.5562 1.9878 3.8222
H 2.9057 1.9753 4.6085
H 3.2573 0.7415 2.3953
H 1.9519 1.9792 2.2193
H 3.5863 2.2438 1.5976
C -1.5931 2.8548 2.2630
C -2.1803 3.5889 1.0606
C -3.5539 4.2081 1.3341
C -3.4723 5.3454 2.3671
C -4.5349 6.4305 2.1225
C -5.9603 5.8659 1.9568
H -2.3499 2.1847 2.6815
H -1.2670 3.4553 3.1172
H -0.7053 2.2943 1.9580
H -1.5145 4.3872 0.7191
H -2.2040 2.8714 0.2337
H -4.2215 3.4632 1.7696
H -3.8648 4.5903 0.3591
H -3.5908 4.9340 3.3694
H -2.5179 5.8750 2.2841
H -4.5779 7.1166 2.9732
H -4.3140 7.0346 1.2408
H -6.6652 6.6689 1.7286
H -5.9572 5.1471 1.1397
H -6.3673 5.4143 2.8637
*
```

Output
SMILES	CCOS(C)(=O)=O.CCOS(C)(=O)=O.c1ccccc1.c1ccccc1.CCCCCC.CCCCCC.CCCCCC.CCCCCC.CCCCCC.CCCCCC
LUMO energy	0.3	eV
HOMO-LUMO gap	9.5	eV



Below is 2 unconnected molecules or ions with the total composition CH2FO4S in a non-equilibrium geometry, with properties calculated with ωB97M-V with the def2-TZVPD basis set.

Structure (ORCA input):
```
! wB97M-V def2-TZVPD RIJCOSX def2/J DEFGRID3
* xyz -1 3
C 0.3649 0.3832 0.2426
O 1.1059 -2.2018 0.0048
O 2.7787 -0.4965 -0.4959
O 0.8168 -0.7669 -1.9569
O -0.5432 0.7640 -0.6377
F 1.1209 1.4055 0.7199
S 1.3943 -0.9139 -0.5911
H -0.3209 -0.1417 1.6473
H -0.2272 0.2062 -1.4478
*
```

Output
LUMO energy (alpha / beta)	4.1 / 1.3	eV
HOMO-LUMO gap (alpha / beta)	6.1 / 7.3	eV



Below is C4H10N2OS in the gas phase in a non-equilibrium geometry, with properties calculated with ωB97M-V with the def2-TZVPD basis set.

Structure (ORCA input):
```
! wB97M-V def2-TZVPD RIJCOSX def2/J DEFGRID3
* xyz 0 1
C -1.0242 0.8416 2.4176
C -2.2010 0.2062 1.8732
C -0.7627 -0.0435 1.2063
C -0.5887 0.4218 -0.1657
N 0.8024 0.1802 -0.9163
N 2.5613 -1.4831 -2.4803
O 1.3905 0.2533 -3.6883
S 2.0539 0.1836 -2.4402
H -0.9289 1.9934 2.1178
H -0.5067 0.4655 3.2552
H -2.7060 -0.6112 2.3357
H -3.0005 0.7419 1.3177
H -0.2110 -0.9091 1.4538
H -0.7400 1.6011 -0.2848
H -1.4074 -0.0452 -0.7805
H 1.5165 0.0783 -0.1886
H 3.1181 -1.7344 -1.7406
H 2.6345 -2.1405 -3.2920
*
```

Output
LUMO energy	0.6	eV
HOMO-LUMO gap	9.0	eV



Below is 7 unconnected molecules or ions with the total composition C24H57BF4NO15P3 in a non-equilibrium geometry, with properties calculated with ωB97M-V with the def2-TZVPD basis set.

Structure (ORCA input):
```
! wB97M-V def2-TZVPD RIJCOSX def2/J DEFGRID3
* xyz 0 1
C 0.5602 2.3825 -2.0708
C -0.1168 3.6045 -2.6128
C -1.6778 3.5075 -2.9548
C -2.6378 3.7185 -1.7908
C -2.4128 5.0885 -1.1988
C -0.8638 5.3185 -0.7178
N 0.0792 4.8805 -1.7928
O 1.2312 5.3945 -1.6558
C -0.5558 4.5505 0.5852
C -0.6938 6.7465 -0.4738
C 0.6552 3.9595 -3.9488
H 1.5472 2.3815 -2.1178
H 0.4542 1.4625 -2.7458
H 0.2002 2.2645 -0.8858
H -1.9748 2.5675 -3.4408
H -1.9138 4.3455 -3.6668
H -2.7658 2.9155 -0.9478
H -3.5958 3.9475 -2.1228
H -3.0278 5.2715 -0.2368
H -2.7428 5.9575 -2.1258
H 0.5092 4.5935 0.9302
H -0.8228 3.4965 0.4952
H -1.3168 4.9895 1.4782
H 0.3092 7.0225 -0.0588
H -1.2598 7.1765 0.4622
H -1.1018 7.3835 -1.4658
H 1.7972 3.9165 -3.7538
H 0.3032 4.8795 -4.4528
H 0.3382 3.3905 -4.6438
B -1.5768 -0.5235 0.1712
F -0.5928 -0.6325 -0.6378
F -2.7918 -0.8935 -0.3848
F -1.4558 -1.2365 1.2882
F -1.6198 0.8025 0.4832
C 4.9742 -1.3325 -1.2838
C 3.8722 -0.8585 -0.2378
O 3.8722 -1.2725 0.8762
C 2.7302 0.0275 -0.7318
H 5.8642 -1.9515 -0.8718
H 5.4252 -0.4885 -1.5598
H 4.4122 -1.8615 -2.1418
H 1.8562 -0.0275 -0.2338
H 2.4222 -0.0915 -1.8438
H 3.1542 1.0675 -0.6358
C 0.9272 1.1295 2.6032
C 1.7232 1.0165 3.8872
O 1.4982 1.5575 4.9242
C 2.9622 -0.0375 3.8472
H 0.4972 0.1695 2.3832
H 1.8252 1.2195 2.0122
H 0.0842 1.7485 2.5612
H 3.7282 0.2625 4.6672
H 3.3992 0.1465 2.9972
H 2.8742 -1.0535 3.8982
C 0.2002 -0.1205 -7.7088
O -0.9448 -0.5835 -6.9898
P -0.9948 -0.5735 -5.4248
O -0.8548 0.7995 -4.9288
O -2.4218 -1.0295 -4.9348
C -2.5948 -1.4325 -3.5948
O 0.2782 -1.4805 -4.9358
C 1.0542 -1.0095 -3.8158
H 0.9702 -0.6505 -7.6428
H 0.4532 0.9505 -7.1478
H -0.0948 0.1895 -8.7118
H -2.0838 -2.4345 -3.4468
H -3.6688 -1.5195 -3.5018
H -2.1608 -0.5985 -2.9678
H 0.4262 -0.9595 -2.8348
H 1.5982 -0.1355 -4.0588
H 1.8602 -1.8235 -3.5658
C -0.9018 -1.3795 7.5392
O -1.6278 -0.9525 6.4462
P -1.4318 -1.6805 5.0142
O -0.3468 -2.6215 5.0602
O -2.7658 -2.3735 4.7332
C -2.9318 -2.9975 3.5102
O -1.3058 -0.5245 4.0652
C -2.1958 0.6125 4.0562
H -1.3408 -0.9795 8.3352
H 0.2832 -1.2315 7.6182
H -0.9388 -2.4245 7.5692
H -2.0218 -3.4625 3.1062
H -3.1318 -2.1945 2.8212
H -3.8128 -3.6305 3.6372
H -3.1648 0.3395 4.1622
H -1.8568 1.1555 3.1452
H -2.0198 1.2135 5.0012
C -1.2468 -4.3395 0.1392
O -0.7928 -5.0685 1.2112
P 0.6682 -5.6585 1.2062
O 1.1722 -5.7365 -0.1148
O 1.6822 -4.7285 2.0502
C 1.3792 -3.3565 2.0852
O 0.7582 -7.0165 1.8392
C 1.9562 -7.7355 1.9822
H -2.2658 -3.9695 0.5432
H -1.5508 -4.9775 -0.7628
H -0.7028 -3.4885 -0.3988
H 0.6132 -3.1585 2.6132
H 1.1132 -2.9335 1.0982
H 2.1882 -2.5715 2.6132
H 1.7072 -8.8025 2.0702
H 2.4302 -7.5855 2.8842
H 2.8142 -7.3275 1.2292
*
```

Output
LUMO energy	-4.3	eV
HOMO-LUMO gap	4.5	eV



Summary of energy above the lowest of the compared OMol25 structures with the same formula, charge and spin in kJ/mol
85.88, 0.00, 200.81, 542.65, 112.78
(order as listed above)
Summary of molar mass in g/mol
100.1, 921.6, 129.1, 134.2, 779.4
(order as listed above)